1.
Molecular formula: C2H2InO2
Method: DFT, ωB97M-V with the def2-TZVPD basis set

Structure (XYZ):
```
7
C2H2InO2 ωB97M-V with the def2-TZVPD basis set
H -0.782 -0.717 1.399
C -0.192 -0.145 0.672
C 0.921 -0.519 0.035
H 1.367 -1.459 0.368
O -1.052 0.928 0.250
O -1.015 1.222 -1.148
In 0.753 0.689 -1.575
```

Results
Max |F|, eV/A: 2.5
Net charge: +1
Kohn-Sham gap (alpha / beta), eV: 6.593 / 6.594
LUMO level (alpha / beta), eV: -8.4 / -8.4
HOMO (alpha / beta), Ha: -0.550 / -0.551



2.
Molecular formula: C2H2LaLiO2
Method: DFT, ωB97M-V with the def2-TZVPD basis set

Structure (XYZ):
```
8
C2H2LaLiO2 ωB97M-V with the def2-TZVPD basis set
C -1.324 0.341 -0.233
C -0.192 -0.458 -0.459
O 1.012 -0.043 0.046
O -1.214 1.603 0.091
H -1.240 0.043 -1.511
La 2.793 -1.349 1.446
Li 0.547 1.408 1.108
H -0.382 -1.545 -0.488
```

Results
⟨S²⟩: 1.75
Max |F|, eV/A: 4.3
Net charge: +1
Kohn-Sham gap (alpha / beta), eV: 4.978 / 8.464
LUMO level (alpha / beta), eV: -5.0 / -4.3
2S+1: 2
HOMO (alpha / beta), Ha: -0.365 / -0.470



3.
Molecular formula: C2H2LiO2Ru
Method: DFT, ωB97M-V with the def2-TZVPD basis set

Structure (XYZ):
```
8
C2H2LiO2Ru ωB97M-V with the def2-TZVPD basis set
O 0.804 -0.282 0.782
C 1.917 -0.524 1.090
C 3.153 -0.802 1.368
O -1.686 -0.107 -1.930
Li -2.374 -0.046 -3.478
Ru -0.588 -0.076 -0.573
H 3.427 -1.834 1.595
H 3.882 0.009 1.407
```

Results
⟨S²⟩: 8.76
Max |F|, eV/A: 3.3
Net charge: +2
Kohn-Sham gap (alpha / beta), eV: 10.358 / 6.018
LUMO level (alpha / beta), eV: -8.0 / -12.3
2S+1: 6
HOMO (alpha / beta), Ha: -0.674 / -0.674



4.
Molecular formula: C2H2LiO2Sm
Method: DFT, ωB97M-V with the def2-TZVPD basis set

Structure (XYZ):
```
8
C2H2LiO2Sm ωB97M-V with the def2-TZVPD basis set
O -1.235 -0.957 -0.932
C -1.393 0.027 -0.296
C -1.012 1.079 0.423
O 1.838 -0.986 0.234
Li 2.923 0.324 0.313
Sm 1.117 -2.627 -1.140
H -1.272 1.094 1.483
H -0.966 2.045 -0.085
```

Results
⟨S²⟩: 12.01
Max |F|, eV/A: 3.5
Net charge: +1
Kohn-Sham gap (alpha / beta), eV: 6.937 / 7.444
LUMO level (alpha / beta), eV: -4.3 / -4.2
2S+1: 7
HOMO (alpha / beta), Ha: -0.413 / -0.429



5.
Molecular formula: C2H2MnO3
Method: DFT, ωB97M-V with the def2-TZVPD basis set

Structure (XYZ):
```
8
C2H2MnO3 ωB97M-V with the def2-TZVPD basis set
O -0.111 -1.400 1.204
C 0.029 -0.079 0.851
Mn -0.607 -2.188 -0.407
H 0.165 0.661 1.647
O -0.437 -0.599 -1.392
C -0.186 0.291 -0.443
O 0.144 1.530 -0.931
H 1.002 1.786 -0.530
```

Results
⟨S²⟩: 8.76
Max |F|, eV/A: 2.1
Kohn-Sham gap (alpha / beta), eV: 5.252 / 4.997
LUMO level (alpha / beta), eV: -1.6 / -1.8
2S+1: 6
HOMO (alpha / beta), Ha: -0.250 / -0.250



6.
Molecular formula: C2H2N2
Method: DFT, ωB97M-V with the def2-TZVPD basis set

Structure (XYZ):
```
6
C2H2N2 ωB97M-V with the def2-TZVPD basis set
C 0.789 0.545 -0.898
N -0.282 0.825 -0.558
H 1.868 0.313 -1.267
C -0.817 -0.356 1.975
N 0.058 0.284 2.326
H -1.551 -0.835 1.561
```

Results
Max |F|, eV/A: 5.1
Kohn-Sham gap, eV: 12.979
LUMO level, eV: 1.0
HOMO, Ha: -0.439